(1)
Below is C5H6N as an isolated structure, with properties calculated with wB97M-V/def2-TZVPD.

LUMO (alpha / beta) = -5.73 / -5.73 eV
F_max = 0.08156 hartree/bohr
Energy relative to the best compared isomer or geometry (same formula, charge and spin) = 7.456 eV
Total charge = +1

Each line ends with the Mulliken charge.
Cartesian coordinates (Å):
C (-0.59, 2.07, 0.29)  -0.5743
C (0.57, 1.29, 0.41)  0.4258
C (-0.92, 1.04, -0.75)  -0.1744
C (0.58, -0.77, 0.54)  -0.4495
C (0.73, 0.35, 1.45)  -0.2013
N (0.33, 0.20, -0.62)  0.0319
H (-1.85, 0.52, -0.65)  0.3405
H (-0.88, 1.69, -1.64)  0.2925
H (1.65, -1.24, 0.45)  0.3223
H (-0.23, -1.56, 0.92)  0.3245
H (0.97, 0.58, 2.52)  0.3671
H (0.81, -0.05, -1.42)  0.2949

***

(2)
Below is a 2-piece molecular cluster, C6H9F5O4PS overall, with properties calculated with wB97M-V/def2-TZVPD.

LUMO = -3.98 eV
F_max = 0.01784 hartree/bohr
Total charge = +1

Each line ends with the Mulliken charge.
Cartesian coordinates (Å):
C (1.28, 2.49, -1.11)  -0.7832
P (0.94, 0.99, -0.17)  0.4876
O (-0.63, 1.10, 0.11)  -0.3801
S (0.79, -0.58, -1.93)  -0.1015
C (2.45, -0.60, -2.80)  0.5696
F (2.67, -1.86, -3.13)  -0.2212
F (3.35, -0.21, -1.90)  -0.2084
C (2.55, 0.30, -4.09)  0.7587
F (3.08, 1.47, -3.77)  -0.2121
F (3.29, -0.31, -4.99)  -0.2074
F (1.33, 0.51, -4.59)  -0.2668
H (0.43, 2.87, -1.68)  0.3156
H (1.63, 3.23, -0.39)  0.3758
H (2.10, 2.28, -1.80)  0.2402
H (-0.85, 0.53, 0.88)  0.3794
H (0.01, -0.08, -2.91)  0.2989
C (-2.71, -1.84, 4.15)  -0.3272
C (-3.30, -0.71, 3.32)  -0.2852
O (-2.12, -0.13, 2.73)  -0.3745
C (-1.15, -1.07, 2.73)  0.7403
O (-0.10, -0.93, 2.15)  -0.6187
O (-1.50, -2.14, 3.43)  -0.3093
H (-3.34, -2.73, 4.20)  0.3011
H (-2.44, -1.52, 5.15)  0.2725
H (-3.94, -1.07, 2.51)  0.2729
H (-3.83, 0.04, 3.89)  0.2830

***

(3)
Below is C5H9N3O as an isolated structure, with properties calculated with wB97M-V/def2-TZVPD.

LUMO = -0.09 eV
F_max = 0.06424 hartree/bohr
Energy relative to the best compared isomer or geometry (same formula, charge and spin) = 2.717 eV
Total charge = 0

Each line ends with the Mulliken charge.
Cartesian coordinates (Å):
C (-0.63, 1.38, 1.70)  -1.2011
C (-1.02, 0.49, 0.55)  0.7307
C (0.39, 1.40, -1.05)  0.1618
O (-2.18, 0.38, 0.16)  -0.6028
N (0.56, 2.25, -1.82)  -0.5782
H (-1.03, 0.94, 2.62)  0.3649
H (-1.04, 2.37, 1.54)  0.3516
H (0.45, 1.47, 1.80)  0.3225
N (1.62, -1.01, -1.49)  -0.4810
N (-0.75, -1.80, -0.47)  -0.7981
C (1.15, -0.23, -0.45)  -0.2521
C (-0.04, -0.77, 0.30)  0.1322
H (2.18, -0.54, -2.19)  0.2939
H (0.87, -1.61, -1.86)  0.2759
H (-1.54, -1.35, -0.95)  0.2640
H (-1.18, -2.47, 0.16)  0.2604
H (1.94, 0.21, 0.16)  0.3295
H (0.26, -1.14, 1.28)  0.4260

***

(4)
Below is an isolated molecule of C5H10O2SSi, with properties calculated with wB97M-V/def2-TZVPD.

LUMO = 0.57 eV
F_max = 0.07228 hartree/bohr
SMILES string = C[Si](C)(C)O[C@H]1SC1=O
Total charge = 0

Each line ends with the Mulliken charge.
Cartesian coordinates (Å):
C (0.06, 1.82, -0.08)  -0.9297
Si (-0.48, 0.11, 0.55)  0.3967
C (-0.69, -0.23, 2.39)  -1.1051
C (-1.95, -0.25, -0.54)  -1.1414
O (0.72, -0.94, 0.27)  -0.2852
C (1.64, -1.20, -0.80)  -0.0572
S (1.25, -1.39, -2.65)  -0.1203
C (2.56, -0.47, -2.04)  0.3040
O (3.44, 0.22, -2.36)  -0.4214
H (1.01, 2.25, 0.39)  0.2816
H (0.05, 1.96, -1.19)  0.3182
H (-0.88, 2.50, 0.31)  0.2272
H (-0.26, -1.21, 2.48)  0.3060
H (-0.13, 0.37, 3.14)  0.3231
H (-1.69, -0.25, 2.69)  0.4018
H (-2.84, 0.21, -0.31)  0.4279
H (-1.82, -0.16, -1.63)  0.3224
H (-2.09, -1.25, -0.33)  0.3600
H (2.10, -2.11, -0.31)  0.3915